{
  "formula": "C5H4N",
  "method": "the ωB97M-V functional and the def2-TZVPD basis",
  "homo_energy_ev": [-15.89, -15.89],
  "fmax_ev_per_a": 5.1,
  "charge": 1,
  "de_lowest_kj_mol": 620.71,
  "symbols": ["C", "C", "C", "C", "C", "N", "H", "H", "H", "H"],
  "xyz": [[-2.766, 0.683, 0.022], [-2.716, -0.642, 0.505], [-1.477, 0.872, -0.243], [-0.110, 0.829, -0.017], [-0.274, -0.739, -0.199], [-1.759, -0.646, -0.515], [0.612, 1.126, -0.940], [0.267, 1.363, 0.846], [0.375, -1.260, -1.087], [-0.104, -1.292, 0.738]],
  "lowdin_charge": [0.218, 0.204, -0.043, -0.034, -0.029, -0.021, 0.217, 0.143, 0.206, 0.140]
}

{
  "formula": "C7H12N2",
  "method": "the ωB97M-V functional and the def2-TZVPD basis",
  "homo_energy_ev": -7.96,
  "fmax_ev_per_a": 0.9,
  "de_lowest_kj_mol": 291.19,
  "smiles": "CN1CCC=N1.C=C=C",
  "symbols": ["C", "N", "C", "C", "C", "N", "H", "H", "H", "H", "H", "H", "H", "H", "C", "C", "C", "H", "H", "H", "H"],
  "xyz": [[1.338, 1.969, 0.129], [1.455, 0.613, -0.326], [2.447, -0.270, 0.296], [1.897, -1.668, -0.011], [0.501, -1.312, -0.465], [0.314, -0.061, -0.587], [0.471, 2.410, -0.356], [1.215, 2.036, 1.219], [2.232, 2.524, -0.160], [2.500, -0.077, 1.378], [3.431, -0.085, -0.141], [2.447, -2.151, -0.824], [1.898, -2.340, 0.848], [-0.264, -2.020, -0.714], [-3.989, -0.830, 0.322], [-3.117, 0.054, -0.042], [-2.260, 0.950, -0.411], [-3.703, -1.797, 0.707], [-5.044, -0.628, 0.266], [-1.887, 1.007, -1.419], [-1.881, 1.675, 0.291]],
  "lowdin_charge": [-0.075, -0.247, -0.155, -0.139, -0.146, 0.046, 0.073, 0.082, 0.082, 0.112, 0.113, 0.106, 0.102, 0.100, -0.021, -0.197, -0.041, 0.048, 0.049, 0.056, 0.053]
}

{
  "formula": "C6H9N",
  "method": "the ωB97M-V functional and the def2-TZVPD basis",
  "homo_energy_ev": -9.23,
  "fmax_ev_per_a": 0.5,
  "de_lowest_kj_mol": 308.57,
  "smiles": "CC#CCN1CC1",
  "symbols": ["C", "C", "C", "C", "N", "C", "C", "H", "H", "H", "H", "H", "H", "H", "H", "H"],
  "xyz": [[3.548, 0.279, 0.136], [2.108, 0.027, 0.065], [0.941, -0.257, -0.035], [-0.418, -0.744, -0.305], [-1.427, -0.263, 0.629], [-2.782, -0.353, 0.114], [-2.102, 0.960, 0.240], [3.854, 1.052, -0.576], [4.087, -0.640, -0.111], [3.862, 0.592, 1.135], [-0.676, -0.488, -1.350], [-0.404, -1.838, -0.242], [-3.542, -0.661, 0.828], [-2.914, -0.749, -0.895], [-1.779, 1.444, -0.684], [-2.357, 1.637, 1.052]],
  "lowdin_charge": [-0.111, -0.085, -0.015, -0.238, -0.125, -0.156, -0.148, 0.075, 0.077, 0.075, 0.119, 0.125, 0.099, 0.102, 0.106, 0.100]
}

{
  "formula": "C4H5NO2",
  "method": "the ωB97M-V functional and the def2-TZVPD basis",
  "homo_energy_ev": -10.27,
  "fmax_ev_per_a": 1.6,
  "de_lowest_kj_mol": 173.85,
  "smiles": "O=C=NC[C@@H]1CO1",
  "symbols": ["O", "C", "N", "C", "C", "C", "O", "H", "H", "H", "H", "H"],
  "xyz": [[2.251, 1.897, 0.519], [1.687, 1.016, -0.013], [1.328, 0.170, -0.785], [0.399, -0.893, -0.790], [-0.776, -0.676, 0.125], [-1.184, 0.638, 0.575], [-0.502, -0.253, 1.454], [0.911, -1.820, -0.518], [0.054, -0.980, -1.820], [-1.532, -1.445, 0.046], [-0.442, 1.413, 0.331], [-2.194, 0.932, 0.875]],
  "lowdin_charge": [0.161, -0.341, 0.126, -0.156, -0.284, -0.095, -0.032, 0.130, 0.124, 0.141, 0.102, 0.123]
}

{
  "formula": "C4H8N4",
  "method": "the ωB97M-V functional and the def2-TZVPD basis",
  "homo_energy_ev": -9.78,
  "fmax_ev_per_a": 4.7,
  "de_lowest_kj_mol": 263.94,
  "smiles": "c1cn[nH]n1.C=NC",
  "symbols": ["C", "C", "N", "N", "N", "H", "H", "H", "C", "N", "C", "H", "H", "H", "H", "H"],
  "xyz": [[-3.101, -0.516, 0.275], [-2.590, 0.267, -0.805], [-1.429, 0.757, -0.473], [-1.273, 0.219, 0.718], [-2.181, -0.588, 1.230], [-3.873, -1.205, 0.380], [-3.038, 0.551, -1.730], [-0.409, 0.387, 1.104], [2.502, 1.220, 0.165], [1.721, 0.251, 0.455], [1.893, -0.928, -0.293], [3.192, 1.127, -0.662], [2.530, 2.036, 0.821], [2.983, -0.838, -0.737], [2.016, -1.777, 0.448], [1.056, -0.962, -0.896]],
  "lowdin_charge": [-0.146, -0.163, 0.066, -0.112, 0.080, 0.070, 0.084, 0.073, -0.033, -0.128, -0.158, 0.067, 0.051, 0.105, 0.101, 0.042]
}

{
  "formula": "C2H3Cl2PS",
  "method": "the ωB97M-V functional and the def2-TZVPD basis",
  "homo_energy_ev": -9.16,
  "fmax_ev_per_a": 5.0,
  "de_lowest_kj_mol": 88.03,
  "smiles": "C=CP(=S)(Cl)Cl",
  "symbols": ["C", "C", "P", "S", "Cl", "Cl", "H", "H", "H"],
  "xyz": [[1.610, 0.356, 0.230], [0.634, -0.376, -0.266], [-1.391, -0.017, -0.017], [-1.974, 1.733, -0.656], [-2.281, -1.534, -0.893], [-1.465, -0.280, 1.890], [2.691, 0.050, -0.201], [1.516, 1.421, 0.631], [0.660, -1.353, -0.718]],
  "lowdin_charge": [-0.097, -0.319, -0.549, 0.117, 0.299, 0.326, 0.110, 0.084, 0.029]
}